# 1
{"formula": "C35H36ErN5OS2", "method": "the ωB97M-V functional and the def2-TZVPD basis", "elements": ["Er", "C", "C", "C", "N", "C", "C", "C", "C", "C", "C", "C", "N", "C", "C", "C", "N", "C", "C", "C", "C", "C", "C", "C", "N", "C", "C", "H", "H", "H", "H", "H", "H", "H", "H", "H", "H", "H", "H", "H", "H", "H", "H", "H", "H", "H", "H", "H", "H", "H", "H", "H", "H", "S", "C", "N", "O", "S", "C", "C", "C", "C", "C", "C", "C", "C", "C", "C", "C", "C", "H", "H", "H", "H", "H", "H", "H", "H", "H", "H"], "coordinates": [[-0.036, 2.010, 0.026], [1.795, 0.154, 2.449], [3.153, 0.699, 1.986], [3.133, 1.848, 0.964], [2.213, 1.688, -0.157], [2.627, 1.325, -1.361], [3.848, 0.651, -1.577], [4.598, 0.413, -2.722], [4.403, 0.849, -4.014], [3.303, 1.591, -4.439], [2.129, 1.897, -3.791], [1.643, 1.565, -2.491], [0.376, 1.585, -2.154], [-0.729, 1.756, -3.094], [-1.961, 2.429, -2.451], [-2.788, 1.592, -1.447], [-2.260, 1.732, -0.097], [-2.777, 1.094, 0.936], [-3.829, 0.161, 0.822], [-4.659, -0.401, 1.785], [-4.764, -0.136, 3.135], [-3.951, 0.749, 3.844], [-2.797, 1.399, 3.470], [-2.062, 1.347, 2.252], [-0.793, 1.642, 2.131], [0.105, 1.987, 3.230], [1.034, 0.823, 3.605], [1.135, 0.148, 1.585], [1.928, -0.898, 2.711], [3.740, 1.029, 2.849], [3.707, -0.137, 1.548], [2.842, 2.773, 1.475], [4.151, 2.008, 0.598], [4.289, 0.270, -0.663], [5.503, -0.163, -2.551], [5.171, 0.627, -4.744], [3.355, 1.959, -5.459], [1.416, 2.446, -4.392], [-0.447, 2.336, -3.974], [-1.028, 0.764, -3.457], [-1.655, 3.364, -1.966], [-2.619, 2.725, -3.269], [-3.833, 1.920, -1.474], [-2.778, 0.542, -1.774], [-4.048, -0.131, -0.198], [-5.379, -1.115, 1.393], [-5.564, -0.619, 3.680], [-4.243, 0.923, 4.876], [-2.320, 1.968, 4.257], [0.703, 2.847, 2.905], [-0.426, 2.312, 4.124], [1.734, 1.172, 4.371], [0.412, 0.058, 4.079], [-0.039, 7.019, -0.154], [0.046, 5.414, 0.000], [0.108, 4.242, 0.112], [-0.299, -0.402, -0.188], [0.663, -1.565, -0.235], [0.115, -2.646, 1.070], [-0.945, -2.235, 1.859], [-1.352, -3.055, 2.907], [-0.695, -4.251, 3.149], [0.375, -4.643, 2.350], [0.791, -3.836, 1.304], [0.149, -2.528, -1.629], [1.119, -3.072, -2.453], [0.717, -3.820, -3.554], [-0.633, -3.989, -3.819], [-1.594, -3.414, -2.991], [-1.208, -2.677, -1.886], [-1.442, -1.298, 1.649], [-2.183, -2.747, 3.528], [-1.013, -4.885, 3.967], [0.887, -5.577, 2.546], [1.625, -4.133, 0.678], [2.170, -2.898, -2.250], [1.459, -4.254, -4.211], [-0.942, -4.564, -4.682], [-2.646, -3.544, -3.212], [-1.937, -2.214, -1.230]], "atomic_forces_ev_per_a": [[0.4816, 0.4651, 0.3874], [-0.0243, 0.0926, -0.0617], [0.0313, -0.0100, 0.0518], [-0.0597, -0.0792, -0.0159], [0.1177, -0.0838, -0.2700], [-0.1105, -0.1033, -0.1986], [0.0696, 0.0962, 0.0101], [0.0258, -0.0543, 0.1184], [-0.0806, 0.0534, -0.0294], [0.0075, 0.0350, -0.0514], [-0.1228, -0.2239, 0.0266], [0.3099, -0.1106, 0.0153], [0.1026, 0.3129, -0.4411], [0.0470, -0.1439, 0.0788], [0.0234, -0.1266, 0.0517], [0.0880, -0.0099, 0.0466], [-0.3199, -0.2711, -0.0243], [0.0221, 0.0321, 0.1517], [-0.0688, 0.0668, 0.0539], [0.0051, -0.0343, -0.0946], [0.0554, 0.0557, 0.0031], [-0.0117, 0.0122, 0.0417], [0.1222, -0.1861, 0.0092], [-0.3410, 0.0495, -0.1827], [-0.1691, 0.0050, 0.3718], [-0.0733, -0.1182, -0.0714], [0.0325, 0.0091, 0.0344], [-0.1018, -0.1635, -0.0197], [0.0356, 0.0030, 0.0312], [0.0095, -0.0102, -0.0108], [-0.0271, -0.0063, -0.0169], [-0.0323, 0.0109, 0.0011], [0.0372, 0.0474, 0.0365], [0.0216, -0.0161, -0.0080], [-0.0032, 0.0025, 0.0071], [-0.0096, 0.0083, -0.0006], [-0.0023, -0.0044, 0.0041], [-0.0062, -0.0047, -0.0146], [-0.0150, 0.0896, 0.0027], [0.0289, -0.0162, -0.0446], [-0.0263, 0.0512, -0.0170], [-0.0153, -0.0292, -0.0147], [-0.0201, 0.0205, -0.0159], [-0.0003, -0.0255, 0.0184], [-0.0217, -0.0113, 0.0092], [0.0071, 0.0051, -0.0076], [0.0080, 0.0015, 0.0007], [-0.0055, -0.0039, -0.0055], [0.0010, 0.0030, 0.0089], [-0.0093, 0.0227, -0.0451], [0.0207, 0.0467, 0.0346], [-0.0023, -0.0038, -0.0105], [0.0041, -0.0122, -0.0082], [0.0181, -0.3158, 0.0302], [-0.0024, 0.3421, -0.0159], [0.0031, 0.2315, 0.0145], [0.0935, -0.1963, 0.1502], [0.0694, 0.3805, -0.0782], [-0.0648, -0.0377, 0.0755], [-0.0126, -0.1317, 0.0847], [0.0065, 0.0384, -0.0330], [0.0082, -0.0137, 0.0028], [-0.0077, 0.0187, -0.0015], [-0.0345, -0.0011, 0.0346], [-0.0973, -0.0422, -0.1119], [-0.0442, -0.0055, -0.0522], [0.0157, 0.0200, 0.0056], [0.0031, 0.0148, 0.0153], [-0.0218, 0.0022, -0.0073], [0.0382, -0.0725, -0.0531], [-0.0033, 0.0085, -0.0006], [0.0077, -0.0054, -0.0034], [0.0030, 0.0068, -0.0047], [-0.0097, 0.0101, 0.0010], [-0.0124, 0.0213, -0.0009], [-0.0141, -0.0060, 0.0136], [0.0002, 0.0041, 0.0034], [-0.0022, 0.0035, 0.0108], [0.0083, -0.0021, -0.0020], [0.0169, -0.0077, -0.0036]], "s_squared": 3.753, "spin_multiplicity": 4, "charge": 0, "energy_ha": -3515.80330}



# 2
{"formula": "C35H36IrN6O6S2", "method": "the ωB97M-V functional and the def2-TZVPD basis", "elements": ["Ir", "O", "C", "C", "C", "C", "C", "C", "C", "O", "N", "N", "C", "C", "C", "C", "C", "C", "N", "H", "H", "H", "H", "H", "H", "H", "H", "H", "H", "S", "C", "N", "C", "C", "S", "H", "H", "H", "H", "H", "O", "C", "O", "C", "C", "C", "C", "C", "C", "N", "O", "O", "H", "H", "H", "H", "C", "C", "C", "C", "C", "C", "C", "C", "C", "C", "C", "C", "N", "H", "H", "H", "H", "H", "H", "H", "H", "H", "H", "H", "H", "H", "H", "H", "H", "H"], "coordinates": [[0.097, 0.110, -0.186], [0.320, 0.595, 4.349], [1.663, 0.656, 4.374], [2.257, 0.849, 5.623], [3.626, 0.929, 5.742], [4.446, 0.819, 4.618], [3.870, 0.631, 3.384], [2.478, 0.544, 3.234], [1.911, 0.345, 1.896], [0.622, 0.196, 1.800], [2.736, 0.314, 0.861], [2.045, 0.175, -0.292], [2.596, 0.200, -1.448], [1.668, 0.274, -2.564], [2.095, 0.422, -3.872], [1.157, 0.632, -4.869], [-0.180, 0.697, -4.525], [-0.545, 0.518, -3.202], [0.344, 0.290, -2.240], [0.043, 0.430, 3.428], [1.606, 0.934, 6.484], [4.067, 1.079, 6.719], [5.521, 0.884, 4.714], [4.480, 0.545, 2.496], [3.668, 0.280, -1.560], [3.153, 0.391, -4.089], [1.471, 0.756, -5.897], [-0.947, 0.881, -5.263], [-1.575, 0.569, -2.894], [-2.196, -0.008, 0.602], [-3.540, 0.168, -0.368], [-4.694, -0.393, -0.001], [-5.886, -0.028, -0.748], [-5.361, 0.303, -2.136], [-3.737, 1.074, -1.844], [-4.725, -0.927, 0.854], [-6.380, 0.833, -0.290], [-6.582, -0.865, -0.769], [-5.998, 1.009, -2.663], [-5.232, -0.594, -2.740], [-1.386, 2.636, -1.491], [-0.501, 2.952, -0.703], [0.254, 2.143, -0.043], [-0.241, 4.404, -0.393], [-1.032, 5.377, -0.991], [-0.817, 6.721, -0.727], [0.194, 7.107, 0.138], [0.972, 6.121, 0.720], [0.776, 4.775, 0.477], [2.056, 6.525, 1.636], [2.746, 5.649, 2.114], [2.188, 7.712, 1.862], [-1.815, 5.055, -1.665], [-1.437, 7.474, -1.195], [0.390, 8.144, 0.365], [1.398, 4.033, 0.952], [-2.112, -2.233, -2.544], [-1.001, -3.271, -2.695], [0.255, -2.743, -3.389], [-0.640, -3.952, -1.393], [-0.752, -5.336, -1.372], [-0.423, -6.104, -0.273], [0.038, -5.431, 0.847], [0.179, -4.056, 0.902], [0.696, -3.468, 2.196], [-0.334, -2.565, 2.874], [2.067, -2.822, 2.004], [-0.151, -3.242, -0.242], [-0.033, -1.909, -0.202], [-2.360, -1.781, -3.510], [-1.830, -1.447, -1.847], [-3.011, -2.711, -2.145], [-1.408, -4.054, -3.342], [0.828, -2.107, -2.716], [0.016, -2.180, -4.296], [0.898, -3.579, -3.666], [-1.118, -5.822, -2.271], [-0.519, -7.181, -0.287], [0.305, -5.997, 1.734], [0.847, -4.316, 2.871], [-0.664, -1.766, 2.213], [0.075, -2.112, 3.781], [-1.214, -3.151, 3.151], [2.057, -2.121, 1.172], [2.809, -3.588, 1.768], [2.396, -2.297, 2.904]], "atomic_forces_ev_per_a": [[0.0196, -0.1347, 0.0785], [0.0101, 0.0107, 0.0108], [-0.0019, 0.0120, -0.0034], [-0.0027, -0.0058, 0.0024], [-0.0028, 0.0009, -0.0041], [0.0035, -0.0043, 0.0027], [-0.0030, 0.0004, -0.0066], [-0.0045, 0.0100, -0.0032], [-0.0284, -0.0497, -0.0210], [-0.0279, 0.0651, -0.0317], [0.0461, 0.0207, 0.0228], [-0.1238, 0.0257, 0.1569], [0.0719, -0.0049, -0.1288], [-0.1119, 0.0396, -0.0756], [-0.0127, -0.0030, 0.0319], [-0.0116, 0.0055, 0.0030], [0.0242, -0.0068, -0.0143], [0.0066, -0.0443, 0.0195], [0.0602, 0.0455, -0.0611], [-0.0004, -0.0068, -0.0070], [0.0021, -0.0003, 0.0007], [-0.0002, 0.0002, 0.0014], [0.0005, -0.0005, 0.0018], [-0.0003, -0.0017, 0.0017], [0.0086, -0.0014, 0.0119], [0.0025, -0.0002, -0.0003], [0.0036, -0.0002, -0.0042], [-0.0009, -0.0043, -0.0028], [0.0764, -0.0424, -0.0209], [0.0130, 0.0644, -0.0449], [0.0086, 0.0272, -0.0201], [-0.0098, -0.0275, 0.0231], [-0.0224, -0.0457, -0.0420], [-0.0230, 0.0267, -0.0154], [-0.0897, 0.0113, 0.0838], [0.0028, 0.0034, -0.0027], [0.0270, 0.0213, -0.0067], [-0.0037, 0.0091, 0.0133], [-0.0047, -0.0045, 0.0028], [0.0188, -0.0079, 0.0068], [0.0601, 0.0498, -0.0137], [-0.1936, -0.0182, 0.2379], [0.0353, 0.0329, -0.0468], [0.0684, -0.0038, -0.0667], [-0.0027, -0.0056, -0.0101], [-0.0013, 0.0027, 0.0044], [0.0050, 0.0035, 0.0019], [-0.0095, -0.0123, -0.0301], [0.0117, 0.0010, -0.0052], [-0.0390, -0.0055, 0.0889], [0.0132, 0.0091, -0.0294], [0.0186, -0.0013, -0.0279], [-0.0021, 0.0017, -0.0019], [-0.0010, -0.0001, 0.0018], [-0.0006, 0.0006, -0.0013], [0.0022, -0.0017, -0.0005], [-0.0021, -0.0071, 0.0299], [0.0047, 0.0187, -0.0084], [0.0174, -0.0009, 0.0048], [-0.0057, 0.0001, -0.0130], [-0.0333, 0.0101, 0.0107], [0.0084, -0.0017, 0.0164], [-0.0007, -0.0172, -0.0125], [-0.0040, 0.0147, -0.0034], [-0.0065, 0.0003, 0.0115], [-0.0083, 0.0068, -0.0078], [-0.0053, -0.0057, -0.0149], [-0.1164, -0.0329, 0.1447], [0.2493, 0.0267, -0.2447], [0.0011, 0.0089, 0.0076], [0.0272, 0.0186, 0.0050], [0.0018, -0.0036, -0.0141], [0.0116, -0.0070, 0.0072], [-0.0154, -0.0482, -0.0083], [0.0038, 0.0053, 0.0021], [-0.0046, -0.0036, -0.0060], [0.0032, 0.0030, -0.0009], [-0.0025, 0.0013, 0.0019], [0.0003, -0.0008, 0.0037], [-0.0050, -0.0039, 0.0018], [0.0026, -0.0363, 0.0246], [-0.0055, -0.0016, -0.0023], [-0.0007, -0.0034, 0.0028], [0.0059, 0.0098, 0.0040], [-0.0022, -0.0033, 0.0020], [-0.0035, -0.0023, -0.0047]], "s_squared": 0.759, "spin_multiplicity": 2, "charge": 0, "energy_ha": -3035.93995}